(1)
Below is 2 unconnected molecules or ions with the total composition C3H6OS2 in a non-equilibrium geometry, with properties calculated with ωB97M-V/def2-TZVPD.

Values from the calculation:
strongest force on any atom	0.086	Eh/bohr
energy above the lowest of the compared OMol25 structures with the same formula, charge and spin	83.97	kcal per mole
charge	0

CARTESIAN COORDINATES (ANGSTROEM)
C 1.592488 -0.154293 0.196587
C -0.505503 -0.177932 0.207826
C -0.697806 0.216788 -1.220181
O 2.660398 -0.386829 0.645423
S -1.068329 0.939020 1.641843
S -0.850838 -1.875614 0.657465
H 1.608520 0.359250 -0.861968
H -0.113200 -0.468510 -1.801725
H -0.240295 1.191912 -1.427370
H -1.713157 -0.011368 -1.325458
H -0.202818 1.986289 1.444443
H -0.469464 -1.618713 1.843113

Cartesian forces, eV/Å:
-1.08 1.97 -3.17
3.54 0.40 2.62
1.67 -0.24 1.58
-1.31 -0.71 1.38
0.64 -0.29 -1.52
-1.03 -0.08 -2.08
-0.01 -0.50 0.84
0.17 -0.64 -0.54
-1.00 0.11 0.04
-1.78 0.66 -1.17
-0.42 -0.63 -0.08
0.62 -0.04 2.09

(2)
Below is 11 unconnected molecules or ions with the total composition H22O11 in a non-equilibrium geometry, with properties calculated with ωB97M-V/def2-TZVPD.

Values from the calculation:
strongest force on any atom	0.024	Eh/bohr
energy above the lowest of the compared OMol25 structures with the same formula, charge and spin	33.40	kcal per mole
charge	0

CARTESIAN COORDINATES (ANGSTROEM)
O -3.903928 4.801171 -0.643296
H -4.711888 5.187251 -0.981496
H -3.469158 4.439531 -1.415586
O 0.977072 -3.354399 -2.095086
H 0.103582 -3.498269 -2.459136
H 1.426992 -4.191009 -2.212976
O -1.892018 0.570691 -1.165176
H -2.496258 0.307941 -1.859506
H -1.025968 0.338181 -1.500016
O 3.000022 -2.598049 -0.098276
H 2.258132 -3.030069 -0.521596
H 3.316312 -3.236149 0.541274
O -1.044068 -3.698549 0.853844
H -0.959968 -2.771529 1.076954
H -0.144118 -4.024239 0.838244
O -0.555848 -1.406219 2.522774
H -0.982188 -1.041019 3.298074
H 0.353062 -1.113279 2.588304
O 1.406612 1.045421 1.042834
H 0.676812 1.601401 1.315794
H 1.126752 0.676071 0.205294
O 0.902852 -0.232449 -1.189526
H 1.663492 0.049141 -1.697816
H 0.903642 -1.186669 -1.265046
O -0.935508 3.921831 2.654984
H -1.405078 3.555171 3.404184
H -0.823098 3.182791 2.057134
O -1.351958 1.539851 1.339664
H -1.738748 1.314631 0.493554
H -1.585328 0.809211 1.912324
O 3.254022 0.651681 -2.273636
H 3.778862 1.449211 -2.342416
H 3.876902 -0.059269 -2.424646

Cartesian forces, eV/Å:
0.01 -0.01 0.19
-0.21 0.12 -0.05
0.19 -0.12 -0.15
0.18 0.21 0.12
-0.37 0.01 0.04
0.18 -0.24 -0.15
-0.48 0.07 -0.11
-0.31 0.03 -0.02
0.87 -0.13 0.08
0.20 0.11 -0.01
-0.37 -0.01 -0.22
0.17 -0.07 0.23
-0.22 -0.46 -0.45
0.01 0.43 0.39
0.16 -0.06 0.05
-0.25 -0.03 -0.07
-0.14 -0.09 0.26
0.45 0.33 -0.23
0.73 0.35 0.90
-0.24 0.03 0.05
-0.11 -0.40 -0.24
-1.03 -0.27 -0.46
0.69 0.44 -0.30
0.01 -0.41 0.15
0.32 0.71 0.35
-0.12 -0.05 0.07
-0.29 -0.35 -0.26
-0.05 0.30 0.57
-0.19 -0.14 -0.71
0.12 -0.27 0.06
0.01 -0.06 -0.25
-0.04 0.31 0.10
0.14 -0.30 0.05

(3)
Below is a molecular structure, C44H51F6KN8O4P2S2 in a non-equilibrium geometry, with properties calculated with ωB97M-V/def2-TZVPD.

Values from the calculation:
strongest force on any atom	0.079	Eh/bohr
energy above the lowest of the compared OMol25 structures with the same formula, charge and spin	77.12	kcal per mole
charge	-2

CARTESIAN COORDINATES (ANGSTROEM)
K 0.478369 -0.541954 -2.145806
C 4.162127 3.521963 2.310986
C 3.653076 2.299298 1.526955
C 4.860862 1.366164 1.186328
P 2.290640 1.384030 2.303838
C 2.344812 1.272752 4.211105
C 3.597297 0.411514 4.644892
C 2.331151 2.677827 4.942524
C 0.732148 2.277488 1.891940
C 0.566316 3.667887 1.813236
C -0.675673 4.250179 1.447520
C -0.791828 5.764129 1.518551
C -1.804259 3.325089 1.255658
C -1.614241 1.992135 1.334931
C -0.413945 1.446003 1.842943
N -0.274505 0.239307 2.368522
C -1.135584 -0.128973 3.385039
C -1.484549 0.775044 4.421171
C -2.412167 0.398892 5.329719
C -3.179929 -0.763348 5.173482
C -4.352157 -1.080633 6.074743
C -2.810325 -1.679587 4.187622
C -1.807599 -1.342872 3.267835
P -1.275680 -2.279223 1.730584
C -2.851989 -3.189221 1.282226
C -2.779008 -4.055729 0.024180
C -3.871727 -2.019651 0.963903
C -0.300010 -3.677026 2.521428
C 0.392207 -3.207108 3.799254
C 0.745121 -4.210076 1.529680
H 4.640757 4.239045 1.650547
H 4.973312 3.199061 3.016586
H 3.373723 4.008800 2.841509
H 3.220089 2.683870 0.576427
H 4.753962 0.370255 1.608888
H 5.750924 1.855644 1.564250
H 5.084347 1.375047 0.078505
H 1.414209 0.758798 4.475881
H 4.553617 0.936135 4.459314
H 3.659441 -0.563302 4.136377
H 3.486780 0.258336 5.714801
H 3.233612 2.787701 5.527836
H 1.433645 2.734979 5.611794
H 2.234820 3.530945 4.284319
H 1.397925 4.321593 2.051578
H -1.586240 6.051374 2.237048
H -1.052051 6.238476 0.586424
H 0.122582 6.177941 1.924497
H -2.786379 3.711838 1.076124
H -2.461583 1.312276 1.215296
H -0.998467 1.721193 4.498132
H -2.594008 0.971493 6.211018
H -5.267855 -0.492846 5.912505
H -4.012894 -0.937038 7.087151
H -4.542100 -2.173364 5.998918
H -3.366611 -2.639666 4.004419
H -3.205312 -3.766028 2.146185
H -2.437793 -3.511896 -0.826850
H -3.751781 -4.473850 -0.332748
H -2.121322 -4.897715 0.200135
H -2.988206 -0.891947 -0.369231
H -4.459098 -1.847904 1.885685
H -4.602433 -2.398475 0.183449
H -1.001287 -4.522306 2.705757
H 1.009647 -2.322936 3.652045
H 1.124719 -4.021990 4.032844
H -0.269120 -3.048429 4.676715
H 1.519589 -3.496498 1.202726
H 0.311578 -4.511927 0.572824
H 1.188086 -5.153147 1.842352
C -2.537017 3.086318 -3.465099
C -1.828611 2.148078 -2.743231
N -0.562417 1.848476 -3.003702
C 0.138443 2.561066 -3.918158
C -0.592959 3.493293 -4.757915
C -1.894105 3.837263 -4.402557
C 0.128621 4.248735 -5.711779
C 1.508323 4.140569 -5.837405
C 2.234018 3.118356 -5.104393
C 3.610053 2.925559 -5.248160
C 4.243085 1.945681 -4.482657
C 3.461121 1.225223 -3.540880
N 2.165520 1.445539 -3.333592
C 1.522245 2.320095 -4.118095
H -3.578889 3.201181 -3.239085
H -2.317790 1.527549 -2.055088
H -2.332818 4.648401 -4.990439
H -0.406950 4.866130 -6.477483
H 2.071232 4.743043 -6.553785
H 4.116553 3.582262 -5.955094
H 5.314875 1.827901 -4.596182
H 3.922264 0.436990 -2.964474
C 2.968615 -5.083489 -3.771118
C 2.313307 -3.792057 -3.431633
N 1.905111 -2.756686 -3.157120
H 3.547582 -5.241091 -2.873217
H 3.591561 -4.958222 -4.655075
H 2.212818 -5.875162 -3.914991
F -2.415383 0.315840 -5.372270
C -1.946271 -0.864623 -4.967597
F -1.992976 -1.701592 -6.008579
F -0.630270 -0.689478 -4.686402
S -3.024572 -1.467707 -3.461416
O -1.946426 -1.370995 -2.451309
O -3.312168 -0.806888 0.543600
N -3.361549 -2.924705 -3.767378
S -4.736048 -3.247696 -4.608299
O -5.604155 -3.952418 -3.686891
O -5.194141 -2.202949 -5.506845
C -3.907255 -4.572863 -5.620000
F -2.995074 -3.963605 -6.494157
F -4.837338 -5.223269 -6.357525
F -3.205007 -5.374754 -4.832002
N 2.308373 0.076665 0.405067
C 2.858950 -0.975999 0.266247
N 3.195716 -2.206594 0.245541
C 3.938765 -2.947804 -0.512934
N 4.581259 -3.837349 -0.891453

Cartesian forces, eV/Å:
0.35 -0.13 0.83
1.22 -0.70 0.04
0.65 1.13 -0.19
0.01 1.11 -1.20
-1.53 -2.04 1.90
1.22 1.96 -0.37
-0.82 0.66 -0.40
-1.09 -1.17 0.59
0.81 1.03 0.39
-1.13 -0.39 -1.07
-0.48 -1.29 0.65
-1.00 -0.72 0.86
2.46 2.82 -0.10
-0.76 -1.37 0.60
1.32 0.63 0.29
-0.69 -1.39 1.31
0.15 1.47 -2.38
0.58 -0.79 -0.31
-1.13 -0.73 0.27
-0.21 -0.98 -0.05
0.60 -0.84 -0.04
-0.09 -0.12 -1.02
-0.24 -1.26 -0.13
0.17 -0.17 0.23
-0.93 1.31 -0.58
-0.38 -0.85 0.52
-1.16 -1.59 0.22
-0.23 -0.11 -0.38
0.63 -1.31 0.64
-0.08 -0.03 -1.01
0.13 0.29 -0.24
-0.87 0.30 -0.22
-0.26 0.43 0.34
0.08 -0.42 0.58
0.06 -0.07 -0.26
0.38 -0.13 0.54
-0.64 -0.59 0.99
0.26 -0.14 -0.37
-0.44 -0.04 0.05
-0.27 0.36 0.11
0.28 -0.21 0.29
0.28 0.25 0.36
0.78 -0.02 -0.22
0.00 -0.01 -0.21
0.08 0.10 -0.15
0.19 -0.05 -0.26
0.08 0.23 -0.53
0.31 0.18 -0.16
-0.46 0.32 -0.29
0.21 0.12 0.11
0.45 0.50 -0.01
-0.28 0.75 0.43
0.26 -0.20 -0.12
-0.19 0.25 0.74
-0.34 0.69 -0.06
0.38 1.03 0.49
-0.17 0.00 -0.18
0.65 0.60 -0.58
0.36 0.30 0.73
0.31 -0.31 -0.18
0.11 -0.18 0.34
0.32 0.38 -0.46
0.61 0.33 0.71
0.31 0.45 0.31
-0.20 0.28 -0.22
-0.44 0.52 0.27
0.30 -0.08 -0.67
-0.18 -0.12 0.69
-0.54 0.19 -0.09
0.39 0.03 0.59
-0.62 0.81 0.26
1.61 -0.48 -1.58
0.45 0.55 0.56
-3.19 0.30 -0.62
1.90 -0.11 1.63
-0.21 -0.30 -1.11
1.85 0.61 -1.82
-1.24 -0.82 0.08
-1.36 0.14 0.98
0.03 -0.50 0.53
-0.79 0.83 -0.33
-0.07 0.57 -0.60
0.63 -0.66 -0.46
1.90 1.04 -0.98
-0.32 0.32 0.10
-0.55 -0.72 1.11
-0.30 -0.36 0.33
0.37 -0.27 1.12
-0.28 -0.15 0.11
0.22 -0.32 0.16
-0.13 -0.36 0.21
-0.01 0.00 0.31
-1.10 0.83 0.44
0.34 -0.45 -0.58
-0.15 -0.06 -0.09
0.57 -0.53 0.15
-0.01 -0.05 0.12
0.40 0.40 0.06
-0.16 0.51 -0.15
0.23 -0.60 -0.03
-0.05 0.09 -0.04
-0.34 -0.08 0.09
0.60 3.55 -0.07
-0.24 -0.42 0.66
-0.02 0.35 -0.36
-1.34 -2.21 -1.60
1.71 -0.04 1.99
-0.24 0.44 -1.38
0.10 -1.05 0.71
0.80 1.49 -1.17
-1.64 -1.32 1.02
0.95 -0.01 0.52
-0.69 -0.33 -0.65
1.57 -2.71 -2.61
-2.37 2.85 -0.96
0.58 -1.02 0.45
-0.47 0.48 1.46
0.64 -0.68 -1.30

(4)
Below is a molecular structure, C31H42BrN3O2PbSi4Te, with properties calculated with ωB97M-V/def2-TZVPD.

Values from the calculation:
strongest force on any atom	0.012	Eh/bohr
energy above the lowest of the compared OMol25 structures with the same formula, charge and spin	23.83	kcal per mole
charge	0

CARTESIAN COORDINATES (ANGSTROEM)
Pb -0.079206 1.913565 1.469290
C 1.422270 6.838733 1.900584
C 0.809388 7.395721 0.794241
C -0.329511 6.792866 0.284517
C -0.805359 5.647046 0.906565
N -0.217374 5.100629 1.969710
C 0.877051 5.687728 2.447512
C -2.077142 5.003100 0.464393
C -3.192504 5.804651 0.247963
C -4.402035 5.203045 -0.031802
C -4.452264 3.826165 -0.125834
C -3.280157 3.092169 0.037412
N -2.118618 3.669592 0.356289
C -3.315799 1.603531 -0.118605
C -4.292024 1.009812 -0.914540
C -4.395938 -0.367673 -0.946313
C -3.502273 -1.120517 -0.206604
C -2.502548 -0.456161 0.478847
N -2.408731 0.871588 0.531484
H 2.323410 7.264286 2.319518
H 1.212531 8.284445 0.327254
H -0.825461 7.188705 -0.591889
H 1.343933 5.207032 3.300013
H -3.108755 6.876971 0.360191
H -5.299676 5.795956 -0.149868
H -5.390516 3.324538 -0.304963
H -4.947066 1.619641 -1.517758
H -5.156280 -0.847083 -1.549431
H -3.553836 -2.198016 -0.189595
H -1.722889 -1.008110 0.993006
C 0.071451 -5.244476 2.493305
Si -0.420044 -3.459764 2.165856
C -0.188376 -2.468872 3.742128
C -2.268604 -3.532921 1.789463
Si 0.991586 -2.647569 0.481032
Te 1.285162 -0.178510 0.099819
Si 0.511784 -3.615335 -1.601631
C 1.582167 -2.835913 -2.926928
C -1.277088 -3.336837 -2.096568
C 0.827726 -5.467416 -1.567790
Si 3.207239 -3.164321 1.087347
C 3.568340 -2.359215 2.744140
C 3.643228 -4.987953 1.236496
C 4.383205 -2.423212 -0.172368
H -0.574739 -5.675318 3.263182
H 1.105474 -5.337489 2.826564
H -0.036829 -5.847646 1.587111
H -0.929112 -2.743984 4.498220
H -0.274504 -1.394462 3.553953
H 0.805512 -2.642855 4.160915
H -2.693247 -4.410168 2.282551
H -2.462371 -3.634420 0.719919
H -2.803247 -2.650907 2.150846
H 1.529820 -1.744973 -2.868261
H 1.250608 -3.144220 -3.922443
H 2.630930 -3.121283 -2.812983
H -1.529516 -2.276756 -2.027673
H -1.965845 -3.896520 -1.457701
H -1.441879 -3.655827 -3.129759
H 1.843211 -5.686588 -1.230646
H 0.702372 -5.902425 -2.563332
H 0.138104 -5.977244 -0.889346
H 3.062209 -2.874701 3.564446
H 3.237815 -1.317104 2.741349
H 4.642659 -2.374170 2.949339
H 3.134159 -5.471712 2.070953
H 4.720185 -5.076759 1.404955
H 3.399761 -5.549137 0.331484
H 4.314833 -1.333216 -0.168275
H 4.164776 -2.763520 -1.187910
H 5.411391 -2.708087 0.068291
Br -2.243869 2.642215 -3.418299
C -0.358181 2.500351 -3.195269
C 0.395900 1.862334 -4.162676
C 1.767808 1.755537 -3.966788
C 2.364838 2.282164 -2.830229
C 1.589068 2.910408 -1.866066
C 0.216107 3.020910 -2.051111
C 2.208239 3.419448 -0.579516
O 3.084659 4.259889 -0.611275
O 1.732049 2.851874 0.487002
H -0.074339 1.457756 -5.048333
H 2.371183 1.252243 -4.711766
H 3.432765 2.196860 -2.675560
H -0.399137 3.497895 -1.301768

Cartesian forces, eV/Å:
0.07 0.25 0.32
0.08 -0.04 0.02
-0.03 0.03 -0.05
0.04 0.01 -0.04
-0.09 -0.07 0.05
0.14 -0.12 -0.01
-0.03 -0.10 -0.09
0.03 -0.05 0.05
0.09 0.05 0.03
-0.06 -0.02 -0.01
0.04 -0.05 -0.05
0.03 -0.14 0.00
-0.02 0.02 0.03
-0.08 0.08 -0.02
-0.05 0.04 0.05
0.01 0.05 -0.02
-0.04 0.00 -0.08
0.14 0.02 0.02
-0.08 0.19 -0.10
-0.02 0.01 0.00
0.02 -0.02 -0.01
-0.01 -0.01 0.01
-0.02 0.02 -0.02
0.00 -0.02 -0.02
0.01 -0.01 -0.02
-0.02 -0.02 -0.02
-0.04 0.02 0.01
0.01 0.02 0.00
0.00 0.07 -0.03
-0.03 0.06 -0.02
0.07 -0.07 -0.08
0.02 -0.10 0.20
0.06 0.10 0.06
-0.04 0.07 -0.13
-0.02 -0.07 -0.07
0.16 -0.52 -0.28
-0.01 0.00 -0.07
0.13 0.11 0.02
-0.12 0.04 0.04
0.02 -0.08 0.08
0.17 0.08 0.10
-0.05 0.06 0.09
-0.12 -0.12 -0.07
-0.06 0.06 -0.14
0.00 0.01 -0.01
-0.02 0.02 0.02
0.01 -0.01 0.05
0.01 -0.01 -0.03
-0.02 -0.03 0.01
-0.03 0.03 -0.01
0.00 0.02 0.05
0.02 -0.08 0.08
0.02 -0.09 -0.01
-0.01 -0.03 -0.02
0.00 -0.02 0.03
-0.04 0.00 -0.03
-0.02 0.03 -0.02
0.01 0.01 -0.04
0.01 -0.01 0.03
-0.04 -0.02 -0.04
-0.01 0.02 0.01
0.02 0.00 -0.03
0.02 0.00 -0.02
0.03 -0.03 0.01
-0.02 -0.01 0.00
0.02 -0.01 0.00
-0.01 0.01 0.00
0.05 0.01 0.04
0.02 -0.04 -0.01
0.05 0.00 0.05
-0.02 0.01 0.01
0.02 0.05 -0.08
0.02 -0.01 0.04
0.04 -0.03 -0.02
-0.01 0.03 0.02
0.02 0.07 -0.04
-0.07 0.01 0.02
0.05 -0.07 -0.03
-0.22 -0.18 -0.15
0.07 -0.02 0.08
-0.24 0.51 0.24
0.00 -0.01 0.02
0.00 0.00 0.01
-0.01 0.01 -0.02
-0.02 0.02 0.01

LUMO level
In order: 0.54, -0.04, 3.22, -0.47
Unit: eV
Kohn-Sham gap
In order: 0.316, 0.362, 0.127, 0.244
Unit: Eh
E_HOMO
In order: -8.0479, -9.8825, -0.2515, -7.1072
Unit: eV